Computed, not measured: a structure of composition C30H45BrO2P2Re, with wB97M-V/def2-TZVPD.

The geometry in ORCA input format:
```
! wB97M-V def2-TZVPD RIJCOSX def2/J DEFGRID3
* xyz 2 4
Re -0.224 -0.411 0.813
C -1.885 -1.043 2.877
C -1.422 -1.867 1.737
C 0.232 -1.761 3.407
C -0.881 -1.029 3.860
C -0.026 -2.250 2.070
C -3.263 -0.553 3.053
H -3.839 -0.649 2.129
H -3.290 0.498 3.377
H -3.770 -1.143 3.830
C -0.965 -0.351 5.181
H -1.942 0.126 5.314
H -0.198 0.433 5.274
H -0.813 -1.052 6.015
C 1.426 -2.072 4.218
H 1.173 -2.666 5.111
H 1.914 -1.152 4.573
H 2.146 -2.636 3.616
C 0.685 -3.404 1.456
H 0.730 -4.236 2.174
H 1.714 -3.140 1.188
H 0.178 -3.757 0.556
C -2.340 -2.737 0.934
H -2.681 -3.572 1.567
H -1.836 -3.158 0.059
H -3.218 -2.177 0.591
C -0.833 1.539 0.112
C -1.927 0.628 -0.006
C -2.374 0.078 -1.344
C -1.273 -0.748 -2.019
C -0.216 -1.259 -1.061
C 1.017 -0.488 -0.834
C 1.222 0.914 -1.350
C 0.110 1.930 -0.990
H -2.687 0.889 -2.025
H -0.777 -0.111 -2.781
H -3.264 -0.555 -1.196
H -0.440 2.213 -1.898
H -0.941 2.296 0.896
H -2.729 0.773 0.722
H 0.630 2.828 -0.629
H 2.158 1.279 -0.903
H 1.942 -1.067 -0.767
H 1.379 0.915 -2.439
H -1.718 -1.587 -2.568
H -0.065 -2.341 -1.103
P -0.709 1.129 -4.496
C -0.833 2.941 -4.746
C -1.948 0.420 -5.652
P 1.596 -0.912 -4.971
C 0.896 0.787 -5.307
C 0.891 -1.821 -6.428
C 3.223 -0.506 -5.762
H 0.039 3.425 -4.279
H -1.751 3.302 -4.258
H -0.862 3.196 -5.815
H -1.919 0.912 -6.636
H -2.940 0.587 -5.206
H -1.803 -0.662 -5.779
H 3.088 -0.158 -6.797
H 3.880 -1.385 -5.763
H 3.700 0.292 -5.179
H 1.626 1.500 -4.889
H 0.817 0.969 -6.395
H 1.409 -2.787 -6.514
H 1.037 -1.264 -7.365
H -0.177 -2.013 -6.273
Br -0.332 3.730 3.190
C 0.896 2.855 4.368
C 0.913 3.203 5.723
C 1.806 2.575 6.592
C 2.696 1.613 6.106
C 2.671 1.242 4.756
C 1.764 1.863 3.880
C 1.658 1.511 2.419
O 2.424 1.948 1.571
O 0.636 0.706 2.221
H 0.219 3.952 6.091
H 1.825 2.865 7.642
H 3.392 1.130 6.786
H 3.354 0.488 4.367
*
```

The orbital gap (alpha / beta) is 6.5 / 4.6 eV. The calculation puts the energy above the lowest of the compared OMol25 structures with the same formula, charge and spin at 47.20 kJ/mol. Its expectation value of S² is 3.822. As for the max |F|: 4.7 eV/A. As for the HOMO energy (alpha / beta): -13.486 / -13.491 eV. For the LUMO energy (alpha / beta), the calculation gives -7.010 / -8.939 eV.